This record from OMol25 describes C44H37HgN10O2 as an isolated structure. The level of theory is wB97M-V/def2-TZVPD.

XYZ file:
```
94
Properties=species:S:1:pos:R:3:forces:R:3
Hg -0.13313 0.08299 0.27248 0.3 0.5 -0.1
C -0.01242 4.18056 -2.09407 0.0 0.0 0.0
C 1.30179 4.30756 -2.53983 0.0 0.0 0.0
C 2.16613 3.24441 -2.42380 0.1 0.1 0.0
C 1.72239 2.03321 -1.85225 0.0 -0.1 0.0
N 0.45902 1.93510 -1.41724 -0.2 0.1 0.0
C -0.37163 2.97061 -1.53578 0.0 0.0 0.0
C 2.60178 0.88442 -1.68891 -0.1 -0.1 0.1
C 3.77401 0.71748 -2.37381 0.1 0.0 0.0
C 4.43202 -0.52912 -2.38784 0.1 0.0 0.0
C 3.70437 -1.62548 -1.92272 0.0 0.0 0.0
C 2.51638 -1.44948 -1.24147 -0.2 0.0 0.0
N 2.24743 -0.12642 -0.71045 0.1 0.1 0.1
C 1.55167 -2.49867 -1.01043 0.0 0.1 0.0
C 1.84011 -3.87118 -1.21348 0.0 -0.1 0.0
C 0.86386 -4.81573 -1.01398 0.1 0.1 0.0
C -0.41229 -4.42439 -0.60060 0.0 0.0 0.0
C -0.61193 -3.07759 -0.38299 -0.1 0.1 0.1
N 0.32695 -2.15416 -0.57760 0.0 0.0 0.1
H -0.72368 4.99269 -2.15995 0.0 0.0 0.0
H 1.64968 5.24496 -2.95969 0.0 0.0 0.0
H 3.19815 3.34337 -2.73087 0.0 0.0 0.0
H -1.37881 2.81524 -1.15762 0.0 0.0 0.0
H 4.14772 1.50962 -3.01426 0.0 0.0 0.0
H 5.34892 -0.66712 -2.94567 0.0 0.0 0.0
H 4.02362 -2.62242 -2.20658 0.0 0.0 0.0
H 2.83776 -4.16890 -1.50453 0.0 0.0 0.0
H 1.09308 -5.86492 -1.16482 0.0 0.0 0.0
H -1.20616 -5.13961 -0.43262 0.0 0.0 0.0
H -1.56515 -2.69998 -0.02447 0.1 0.0 0.0
C -0.88948 -0.40401 -3.18614 0.0 0.0 0.0
O -1.61139 -0.34379 -1.97737 0.1 -0.1 -0.1
C -2.71825 0.45063 -1.90787 0.0 0.0 -0.1
C -3.38686 0.92257 -3.01962 0.0 0.0 0.0
C -4.54693 1.69215 -2.88027 0.0 0.0 0.1
C -5.01562 1.96623 -1.60572 0.1 0.0 0.0
C -4.33626 1.50615 -0.48251 0.0 0.0 0.0
C -3.15520 0.75135 -0.59067 0.1 0.1 0.1
N -2.39166 0.31444 0.46835 0.0 -0.3 0.2
N -2.99378 0.49175 1.64977 -0.1 0.1 0.1
C -2.45756 0.10921 2.83070 0.0 -0.1 0.1
C -1.23104 -0.61141 3.09723 -0.1 0.0 -0.3
O -0.44555 -1.08618 2.18719 -0.3 -0.2 0.3
C -0.85092 -0.80581 4.45874 -0.1 0.0 0.1
C -1.58689 -0.37768 5.52491 0.0 0.0 0.0
C -2.83085 0.27272 5.31345 -0.1 0.0 0.0
C -3.63893 0.68906 6.39598 0.0 0.0 0.0
C -4.85122 1.29534 6.19563 0.0 0.0 0.0
C -5.30160 1.50814 4.87806 0.1 0.0 0.0
C -4.52986 1.12192 3.81089 0.0 0.0 0.0
C -3.27062 0.49628 3.98245 0.1 0.0 -0.1
H -0.64892 0.59796 -3.55280 0.0 0.0 0.0
H -1.44282 -0.94973 -3.95804 0.0 0.0 0.0
H 0.03590 -0.93249 -2.96050 0.0 0.0 0.0
H -3.01828 0.69135 -4.01068 0.0 0.0 0.0
H -5.06216 2.05926 -3.75983 0.0 0.0 0.0
H -5.91671 2.55699 -1.47631 0.0 0.0 0.0
H -4.68692 1.73894 0.51133 0.0 0.0 0.0
H 0.09427 -1.31684 4.60796 0.0 0.0 0.0
H -1.23710 -0.53615 6.54089 0.0 0.0 0.0
H -3.27375 0.51412 7.40393 0.0 0.0 0.0
H -5.45774 1.60439 7.03970 0.0 0.0 0.0
H -6.26095 1.98371 4.70576 0.0 0.0 0.0
H -4.87103 1.28635 2.79893 0.0 0.0 0.0
C -0.17461 2.39929 3.35650 0.0 0.0 0.0
C 1.11618 1.93741 2.75825 -0.1 0.0 0.0
N 1.24957 1.61952 1.50641 0.1 -0.2 -0.3
C 2.70688 1.41967 1.23809 -0.1 -0.1 0.0
C 3.42726 1.62922 2.58413 0.4 0.4 -0.1
N 2.26431 1.92872 3.45472 0.0 -0.1 0.2
C 2.39357 2.24636 4.82371 0.0 0.1 -0.2
N 2.29065 3.70347 5.08527 0.1 -0.2 0.0
N 1.83847 4.14877 6.25927 0.0 -0.1 0.0
N 1.80553 5.43662 6.25812 0.0 0.1 0.0
C 2.25149 5.86484 5.02878 0.0 -0.1 0.1
C 2.39768 7.15493 4.50180 0.0 0.1 0.0
C 2.87118 7.25483 3.21624 0.0 0.0 0.0
C 3.20268 6.10593 2.45579 0.0 0.0 0.0
C 3.06856 4.83183 2.95322 0.0 0.0 -0.2
C 2.57512 4.74583 4.26308 0.0 0.0 0.0
H -0.98187 2.23985 2.64407 0.0 0.0 0.0
H -0.10658 3.46906 3.57410 0.0 0.0 0.0
H -0.41690 1.87551 4.28497 0.0 0.0 -0.1
H 3.00349 2.17538 0.49620 -0.1 0.1 0.0
H 3.94009 0.72859 2.95218 -0.3 -0.2 0.0
H 3.37316 1.90416 5.14729 0.1 0.0 0.0
H 1.62662 1.77777 5.43854 -0.1 0.1 0.1
H 2.14164 8.02714 5.09108 0.0 0.0 0.0
H 2.99549 8.23559 2.77171 0.0 0.0 0.0
H 3.57838 6.23354 1.44763 0.0 0.0 0.0
H 3.36204 3.93411 2.40478 0.0 0.0 0.1
C 2.98042 0.06992 0.58036 0.0 0.0 0.0
H 4.06013 -0.02304 0.41368 0.0 0.0 0.0
H 2.65770 -0.72925 1.25425 0.0 0.0 0.0
```
Positions in Å, forces in eV/Å.

Expectation value of S²   0.80
Kohn-Sham gap (spin up / spin down)   0.173 / 0.176 Ha
ΔE to the lowest compared entry with this formula, charge and spin   1.4 kJ/mol
Net charge   -2
Spin multiplicity   2